(1)
{
  "formula": "C11H11OP",
  "method": "ωB97M-V/def2-TZVPD",
  "species": ["C", "C", "C", "C", "C", "C", "C", "C", "C", "C", "C", "O", "P", "H", "H", "H", "H", "H", "H", "H", "H", "H", "H", "H"],
  "positions_angstrom": [[3.03549, 1.22341, -0.70294], [3.41375, -0.02548, -1.05593], [1.22657, 2.21722, 0.76911], [0.18722, 2.00650, 1.73626], [1.89644, 1.20014, 0.17394], [0.55753, -0.79791, 1.20194], [2.54309, -0.96467, -0.41310], [2.45700, -2.33152, -0.55143], [-1.15614, -0.24521, -0.69675], [-0.80523, -1.05367, 0.33881], [-2.35697, -0.80691, -1.33605], [1.55362, -0.19372, 0.28205], [-0.29230, 0.42224, 2.21454], [3.23431, 2.25362, -1.02051], [4.20966, -0.32089, -1.66032], [1.72434, 3.22302, 0.75404], [-0.18567, 2.88831, 2.22346], [1.85459, -2.92023, 0.14118], [3.26351, -2.88865, -0.86320], [-0.27658, 0.15827, -1.19417], [-1.39802, -1.72740, 0.94581], [-2.30903, -1.24298, -2.27543], [-2.80274, -1.55114, -0.64734], [-3.14074, -0.01106, -1.44846]],
  "mulliken_charge": [-0.754, -0.882, -0.348, -0.560, 0.899, -0.829, 0.868, -1.188, 0.211, -0.454, -1.099, 0.485, -0.133, 0.381, 0.565, 0.268, 0.403, 0.316, 0.379, 0.144, 0.424, 0.342, 0.291, 0.270],
  "total_energy_ha": -842.04437,
  "homo_energy_ev": [-7.07, -7.07],
  "orbital_gap_ev": [6.4, 6.4]
}



(2)
{
  "formula": "C12H16AuN4O3S2",
  "method": "ωB97M-V/def2-TZVPD",
  "species": ["Au", "C", "N", "C", "C", "O", "C", "O", "C", "C", "O", "N", "C", "C", "H", "H", "H", "H", "H", "H", "H", "H", "H", "H", "H", "H", "H", "H", "H", "H", "S", "C", "S", "C", "C", "N", "C", "N"],
  "positions_angstrom": [[-0.20724, 0.36591, -0.88210], [0.86486, -4.54936, 2.33507], [1.23404, -3.74524, 1.18001], [2.09767, -4.40366, 0.20861], [0.84699, -2.47718, 0.97372], [1.20892, -1.80472, 0.01452], [-0.08389, -1.85139, 2.01342], [-0.54048, -0.62388, 1.48896], [-1.25367, 0.15719, 2.40193], [-1.70701, 1.40813, 1.66472], [-1.46560, 1.55945, 0.44957], [-2.37553, 2.32614, 2.34886], [-2.79780, 3.57233, 1.71129], [-2.65074, 2.22628, 3.77828], [1.76653, -4.94577, 2.80263], [0.23567, -5.38814, 2.03254], [0.33449, -3.96693, 3.08077], [2.97579, -4.80489, 0.71504], [2.40708, -3.68505, -0.54154], [1.56212, -5.22446, -0.27103], [0.47539, -1.68213, 2.94143], [-0.93456, -2.50255, 2.23395], [-0.62428, 0.44059, 3.25377], [-2.13070, -0.37759, 2.78557], [-2.55135, 3.54710, 0.65715], [-2.29180, 4.41315, 2.18620], [-3.87351, 3.69025, 1.83451], [-2.63088, 1.19740, 4.12221], [-3.64721, 2.62054, 3.96723], [-1.93032, 2.81171, 4.35137], [1.76073, 1.72521, -1.53864], [1.94286, 0.57053, -2.74923], [0.75487, -0.60148, -2.82103], [3.06267, 0.57261, -3.65719], [3.23734, -0.48483, -4.57704], [3.38386, -1.35538, -5.31910], [3.99968, 1.62726, -3.62887], [4.76808, 2.48728, -3.60203]],
  "mulliken_charge": [0.676, -0.964, 0.085, -1.008, 0.751, -0.551, -1.041, -0.134, -0.958, 1.045, -0.864, 0.056, -0.990, -0.951, 0.356, 0.325, 0.341, 0.321, 0.294, 0.337, 0.435, 0.447, 0.497, 0.428, 0.312, 0.344, 0.327, 0.356, 0.337, 0.334, -0.260, 0.800, -0.188, 0.462, -0.087, -0.289, -0.095, -0.284],
  "multiplicity": 3,
  "total_energy_ha": -1843.36342,
  "charge": 1,
  "homo_energy_ev": [-11.75, -12.23],
  "orbital_gap_ev": [8.3, 5.9]
}



(3)
{
  "formula": "F4N6O20S4Sr",
  "method": "ωB97M-V/def2-TZVPD",
  "species": ["Sr", "N", "S", "O", "O", "F", "S", "O", "O", "F", "N", "S", "O", "O", "F", "S", "O", "O", "F", "N", "O", "O", "O", "N", "O", "O", "O", "N", "O", "O", "O", "N", "O", "O", "O"],
  "positions_angstrom": [[-0.16287, 0.17096, -0.40053], [-0.12927, 1.66038, 1.56546], [-1.20926, 2.13094, 2.55290], [-1.30702, 3.51133, 2.97850], [-1.66333, 1.10274, 3.54744], [-2.39487, 2.15232, 1.49763], [1.14149, 2.22712, 2.57690], [1.40125, 1.38715, 3.71852], [1.45976, 3.65062, 2.57861], [2.29347, 1.71047, 1.58978], [1.58064, -1.42492, 0.15598], [3.27334, -1.35682, -0.08034], [3.65252, -1.94531, -1.32972], [4.15817, -1.36661, 1.08805], [3.18134, 0.19827, -0.47868], [1.66177, -2.68323, 1.02466], [1.94757, -2.52278, 2.49011], [2.17882, -3.90768, 0.38803], [0.08680, -2.86114, 1.07782], [1.40866, 0.21951, -3.73406], [0.64922, -0.39578, -4.45091], [2.58360, 0.33255, -4.11714], [1.07684, 0.64240, -2.66752], [-3.49460, -0.66741, 0.96948], [-2.28725, -0.65007, 0.75282], [-3.88263, -0.05925, 1.98621], [-4.36213, -1.16995, 0.19642], [-1.81079, 2.97033, -1.76740], [-2.65129, 3.52512, -2.39325], [-0.70055, 3.43694, -1.48529], [-1.86531, 1.74434, -1.55049], [-1.42017, -2.94299, -2.02831], [-2.16863, -3.67206, -1.34098], [-1.12039, -3.34341, -3.19110], [-1.10490, -1.80411, -1.71960]],
  "mulliken_charge": [3.104, -0.179, 0.871, -0.630, -0.608, -0.258, 0.788, -0.557, -0.560, -0.231, -0.205, 0.860, -0.560, -0.566, -0.240, 0.731, -0.606, -0.636, -0.238, 0.851, -0.677, -0.676, -0.549, 0.731, -0.354, -0.485, -0.598, 1.042, -0.713, -0.659, -0.663, 0.746, -0.495, -0.462, -0.320],
  "multiplicity": 2,
  "total_energy_ha": -3855.80548,
  "charge": -3,
  "homo_energy_ev": [-0.92, -0.91],
  "orbital_gap_ev": [7.4, 3.0]
}